Density functional theory data (wB97M-V/def2-TZVPD) for a 14-piece molecular cluster, C70H175N28O7P7 overall at a distorted geometry.

```
287
Properties=species:S:1:pos:R:3:forces:R:3
C 24.75358 21.68400 18.88811 -0.82 1.18 1.03
C 24.18131 20.29965 18.69087 -0.58 -0.27 -0.51
C 23.51389 19.56747 19.89570 -0.95 1.78 -1.07
C 22.30240 20.24754 20.39358 1.48 -0.41 -0.87
N 21.42441 20.85363 20.78641 -1.36 0.66 0.61
H 25.34802 21.96874 18.00741 0.13 -0.17 0.51
H 25.31941 21.75997 19.85004 -0.10 0.08 -0.93
H 23.92850 22.45135 18.92961 0.71 -0.71 0.15
H 24.96054 19.67255 18.28962 0.26 -0.55 0.14
H 23.46830 20.38716 17.85773 -0.13 -0.30 0.35
H 24.12439 19.49412 20.74266 1.42 -0.06 1.17
H 23.21784 18.58329 19.65384 -0.18 -1.22 -0.65
C 19.15158 24.61109 19.12898 2.35 0.18 -0.22
C 19.50689 25.07992 17.66878 0.71 0.51 0.52
C 19.29526 23.87380 16.73539 0.59 0.82 -0.69
C 20.29515 22.83986 16.88700 -0.24 -0.16 1.06
N 21.11634 22.06234 17.07611 0.40 -0.20 -0.10
H 19.31239 25.34180 19.97758 -0.33 -0.42 -1.29
H 19.80086 23.71986 19.41375 -1.05 0.79 -0.41
H 18.12683 24.36755 18.99444 -0.94 -0.54 0.67
H 20.56694 25.39615 17.52578 -0.70 0.02 0.42
H 18.83055 25.92778 17.39313 0.58 -0.92 -0.01
H 19.37079 24.05910 15.67325 0.07 0.99 -0.48
H 18.28899 23.56278 16.79214 -1.12 -0.93 0.57
C 25.69080 21.57321 13.55183 0.46 -0.84 0.59
C 24.77361 21.02007 14.69223 2.09 -0.02 -0.94
C 23.35394 21.44620 14.59266 -1.32 -0.37 0.09
C 22.83758 21.23138 13.24416 -1.01 0.72 -2.59
N 22.47547 21.26604 12.13288 0.62 -0.49 2.25
H 25.88275 22.63518 13.65191 -0.15 0.25 -0.16
H 25.26021 21.33100 12.58051 -0.13 0.30 -0.02
H 26.68759 21.06534 13.54035 -0.75 0.36 0.33
H 25.12093 21.33053 15.65578 0.45 0.30 0.61
H 24.94720 19.95409 14.67535 -0.60 -0.50 0.06
H 23.27364 22.52669 14.78959 -0.17 -0.35 0.07
H 22.69404 20.88600 15.29392 0.50 0.57 -0.22
C 15.12485 12.54489 20.47503 -0.72 -0.58 0.47
C 14.44113 12.92846 19.15487 -1.29 -0.46 0.43
C 14.82844 14.28021 18.60610 0.22 0.35 1.83
C 14.41440 15.39086 19.48751 -0.37 1.01 0.70
N 14.01760 16.25273 20.15982 0.64 -1.25 -0.90
H 16.16057 12.86260 20.43851 0.31 -0.27 0.09
H 15.05244 11.42935 20.55632 0.30 0.93 0.19
H 14.67920 12.98404 21.42464 0.27 -0.34 -1.36
H 13.33190 12.82008 19.26344 0.76 0.26 -0.12
H 14.71401 12.25882 18.34191 0.16 -0.46 0.17
H 14.37425 14.44335 17.67993 -0.65 0.27 -1.58
H 15.90015 14.26449 18.46478 0.47 0.47 -0.01
C 22.43004 15.74776 12.32659 1.08 -0.59 0.30
C 22.74033 16.07119 13.80332 -0.84 1.14 0.35
C 24.08432 16.78889 14.05187 0.61 1.13 0.48
C 24.11219 17.31211 15.46077 0.07 -1.02 -2.26
N 24.01122 17.77255 16.49663 0.21 0.43 1.29
H 23.05767 14.87770 12.01374 -0.63 0.39 0.25
H 22.72821 16.53925 11.62256 -0.44 0.09 0.41
H 21.37374 15.48899 12.22515 0.26 0.01 -0.19
H 22.63442 15.19639 14.44273 0.56 -0.46 -0.26
H 21.95526 16.69559 14.31000 0.41 -0.01 -1.03
H 24.31676 17.71384 13.44022 -0.90 -0.93 0.27
H 24.97229 16.18170 13.86137 -0.18 -0.31 0.26
C 20.46873 17.24426 23.56303 -1.18 1.43 -0.86
C 20.58097 18.76637 23.67092 1.34 0.42 0.31
C 22.05599 19.33300 23.82034 -1.51 2.06 0.25
C 22.65463 19.04976 25.11854 -0.06 -0.11 -0.80
N 23.17137 18.79664 26.10539 0.23 -0.14 0.75
H 19.36237 17.16979 23.32893 1.30 -0.87 -0.04
H 20.68125 16.74199 24.48024 0.18 -0.38 0.64
H 21.14697 16.90766 22.76806 -0.54 -0.22 0.21
H 19.93763 19.11283 24.50197 0.45 0.11 -0.40
H 20.23416 19.20779 22.73790 -0.24 0.07 0.02
H 22.00172 20.49240 23.72445 0.07 -1.91 0.13
H 22.72478 19.01937 23.02374 -0.06 -0.30 -0.06
C 21.00287 12.43062 10.36638 -0.12 -1.04 -1.86
C 19.69481 12.88862 10.84260 -1.78 1.91 0.48
C 19.26996 12.39768 12.23214 -0.45 -0.90 -0.52
C 20.26333 12.57029 13.26473 0.18 0.41 -0.15
N 21.10689 12.67281 14.03075 0.41 0.15 0.52
H 20.89535 11.43813 9.87750 0.35 0.45 0.33
H 21.55114 12.33340 11.25679 1.75 -0.16 0.69
H 21.43311 13.12845 9.62727 0.04 -0.36 0.51
H 18.87580 12.75340 10.13722 -0.09 -0.41 0.03
H 19.69741 13.98078 10.93947 0.15 0.07 0.00
H 19.09108 11.31526 12.25464 -0.30 0.08 -0.24
H 18.35393 12.91118 12.51049 -0.16 -0.12 0.13
O 11.96083 21.24411 16.98431 0.24 -0.49 -0.49
P 12.05109 19.81357 16.59270 -0.31 -0.26 0.61
N 13.40636 19.03570 17.15874 0.84 0.53 0.29
C 14.09332 17.94516 16.48032 0.77 -0.14 -0.49
C 13.81576 19.37817 18.53049 -0.12 -0.02 -0.12
N 11.99943 19.58585 14.93870 -0.08 -0.86 -0.42
C 11.52860 18.36098 14.26275 -0.28 0.66 -0.57
C 12.94832 20.34964 14.14064 -0.28 0.58 -0.07
N 10.80613 18.93091 17.26368 -0.62 0.60 -0.97
C 9.41875 19.42778 17.17208 -0.37 -0.81 0.15
C 10.92516 17.59545 17.81161 1.75 -0.43 -0.70
H 13.44576 17.49132 15.72526 0.20 0.45 -0.33
H 14.29173 17.07798 17.10309 -0.11 0.02 0.86
H 15.12418 18.18505 16.07870 -1.18 0.09 0.14
H 13.20018 20.16422 18.90623 -0.49 0.87 -0.09
H 14.84293 19.68803 18.73613 0.27 -0.08 -0.83
H 13.60738 18.58635 19.20848 0.00 -1.17 0.48
H 10.79344 18.60822 13.43235 1.15 -0.16 0.66
H 12.38101 17.75147 13.90591 -0.29 0.41 -0.31
H 10.98110 17.70023 14.90666 -0.31 -0.07 0.75
H 12.44476 20.75234 13.22801 0.37 -0.12 0.63
H 13.32073 21.16627 14.77848 -0.15 -0.02 -0.46
H 13.81678 19.76471 13.81833 -0.17 -0.15 0.09
H 9.31771 20.47581 16.86410 0.47 -0.34 0.07
H 8.79156 18.79449 16.49539 0.52 0.41 0.21
H 8.95295 19.31369 18.16807 0.15 0.22 -0.27
H 11.99258 17.44683 18.15874 -1.42 0.17 0.14
H 10.78935 16.73050 17.08957 -0.43 0.94 0.47
H 10.19208 17.58555 18.60158 0.02 -0.73 0.53
O 16.67550 25.20397 16.43259 1.09 0.07 0.69
P 15.29159 25.44299 16.02244 -1.66 -0.92 0.24
N 14.64983 26.95615 15.99055 -0.82 0.48 0.74
C 15.22188 27.83726 14.99253 -0.34 0.32 -0.92
C 14.12238 27.59778 17.25932 1.97 -1.27 0.42
N 14.22312 24.62658 17.04521 0.83 1.19 -0.57
C 12.84210 24.45469 16.66197 -0.87 2.29 -0.29
C 14.72734 23.43272 17.63514 -1.78 -2.09 0.51
N 15.14671 24.90560 14.47018 -0.20 0.06 -1.58
C 16.15000 24.00107 13.86971 -0.58 0.61 0.02
C 13.98714 25.15140 13.60189 -0.49 -0.85 -0.07
H 14.49948 28.29154 14.27223 0.12 -0.76 0.36
H 16.03064 27.34504 14.43470 -0.37 0.10 0.10
H 15.64274 28.68610 15.46413 0.76 0.90 0.67
H 13.27171 27.05797 17.67379 -0.15 0.12 -0.43
H 13.91175 28.64602 17.09681 -0.16 0.07 -0.22
H 14.91668 27.51148 18.07427 -0.83 0.34 -0.98
H 12.18848 24.56390 17.54451 0.23 -0.71 -0.18
H 12.51950 25.32807 16.04138 0.35 -0.67 0.24
H 12.66832 23.55197 16.10089 -0.23 -0.56 0.03
H 13.93751 23.13170 18.39875 1.15 0.08 -0.74
H 14.72826 22.57427 16.89287 0.27 0.63 0.68
H 15.67972 23.55165 18.10972 0.54 0.11 0.14
H 16.77325 24.52616 13.10849 -0.64 -0.43 0.15
H 16.83447 23.69817 14.64630 0.10 -0.29 0.18
H 15.59002 23.13300 13.46063 0.65 0.37 -0.01
H 13.42325 24.19802 13.43726 0.39 0.50 0.11
H 14.22226 25.52676 12.58173 0.31 -0.01 0.71
H 13.27277 25.82555 14.07710 0.29 0.10 -0.08
O 15.40457 23.34737 24.41144 0.33 -0.24 0.26
P 16.29831 22.75364 23.40069 -0.02 -1.60 -0.49
N 16.10260 21.10260 23.15026 -0.41 -0.60 1.18
C 15.53555 20.31593 24.25846 0.48 1.03 -0.37
C 16.61908 20.34472 22.03044 -1.69 -1.07 -0.11
N 17.91309 23.03360 23.68406 1.12 0.97 0.28
C 19.06529 22.43135 23.02619 -0.14 0.77 -1.44
C 18.26263 24.38260 24.13480 -0.59 0.80 -0.24
N 16.00301 23.24510 21.86188 -1.26 -0.73 -0.79
C 16.61754 24.42330 21.42003 0.07 2.13 -2.18
C 14.58210 23.12721 21.39141 0.89 -0.68 2.21
H 15.02794 21.01508 24.88606 -0.27 0.40 0.69
H 16.26758 19.78716 24.84155 0.62 -0.27 0.27
H 14.79680 19.61197 23.95152 -0.53 -0.60 -0.76
H 15.88220 19.55046 21.66179 0.37 1.18 0.49
H 17.47839 19.73199 22.24730 0.86 0.07 0.27
H 16.78119 21.03498 21.23588 0.48 0.28 -0.74
H 19.93761 22.61684 23.65060 0.04 -0.15 0.07
H 18.92776 21.37555 22.90174 0.00 -0.52 -0.17
H 19.30806 22.89945 21.99870 -0.44 -0.66 1.30
H 19.18357 24.45017 24.72242 0.07 -0.54 -0.24
H 18.35371 25.12468 23.27715 -0.11 -0.74 1.04
H 17.47282 24.66294 24.82167 -0.20 0.58 -0.09
H 16.43142 24.51476 20.31505 0.05 0.09 0.87
H 16.26048 25.37761 21.86810 -0.08 -0.42 0.01
H 17.69191 24.43017 21.49241 0.35 -0.32 0.26
H 14.22369 22.09959 21.58679 0.10 0.57 0.03
H 14.52899 23.31068 20.36114 0.10 0.33 -1.40
H 13.98574 23.85754 21.94251 -0.29 -0.11 -0.09
O 18.31825 14.78163 18.66210 0.64 -0.75 1.00
P 19.14488 13.90032 19.55120 0.57 -0.57 0.04
N 18.41087 13.74942 21.06896 0.82 0.13 0.48
C 17.55224 14.86861 21.41910 0.72 0.46 0.40
C 19.07453 13.24181 22.31880 1.33 0.33 -1.50
N 20.77241 14.29984 19.83725 -2.49 0.55 1.16
C 21.72963 14.11390 18.78089 0.42 1.61 -0.31
C 20.85120 15.64940 20.46128 1.18 -0.19 -0.80
N 19.33427 12.39434 18.88716 0.48 -0.71 0.54
C 19.95256 11.25353 19.59621 0.09 0.02 -0.12
C 18.28315 11.97104 18.02403 -0.81 -0.63 -0.79
H 16.96536 14.51330 22.24668 -0.88 0.14 0.12
H 16.98847 15.14819 20.54345 -0.36 0.34 0.13
H 18.13696 15.73459 21.82140 -0.43 -0.31 -0.42
H 20.07761 13.76073 22.46702 -1.23 -0.52 0.13
H 19.26626 12.16406 22.27377 -0.09 0.24 -0.10
H 18.39213 13.42504 23.13580 0.05 0.11 0.25
H 22.69152 13.88335 19.24382 0.15 0.08 -0.34
H 21.42109 13.34368 18.10833 -0.09 -0.63 -0.27
H 21.77477 15.06585 18.18015 0.40 -0.80 0.39
H 21.86467 15.71465 20.90040 -0.44 0.26 -0.08
H 20.75789 16.39772 19.65117 0.12 0.00 0.35
H 20.11543 15.90612 21.22684 0.00 -0.66 -0.22
H 20.77314 10.71530 19.04296 -0.90 0.70 0.14
H 20.36561 11.59657 20.52783 0.45 0.18 0.30
H 19.17340 10.52226 19.87605 0.22 0.17 -0.27
H 17.68303 12.79426 17.68855 -0.23 0.41 -0.02
H 17.62608 11.23424 18.48260 -0.21 -0.06 0.35
H 18.65141 11.49252 17.13308 0.43 -0.23 -0.50
O 17.26284 16.13689 9.96303 -0.28 0.37 0.38
P 17.17274 17.48296 10.59583 2.25 -0.74 -0.82
N 18.52273 17.98451 11.48520 -0.95 -0.36 -0.13
C 19.74997 18.36208 10.78362 -2.13 1.04 -0.96
C 18.82582 17.21936 12.67556 -0.68 -0.50 0.19
N 15.95332 17.72028 11.61079 -0.86 0.34 0.20
C 16.02893 18.56811 12.79462 1.92 0.15 -1.77
C 14.58366 17.37951 11.15220 1.27 0.14 3.01
N 17.06960 18.63535 9.44821 -0.55 1.72 -0.18
C 16.62506 19.99050 9.81524 0.67 0.23 -0.76
C 17.04050 18.37097 8.03120 2.64 -1.70 0.21
H 20.25157 17.46572 10.44940 0.79 -0.11 0.07
H 20.27393 19.03720 11.46149 0.61 -0.25 -0.33
H 19.38739 18.92391 9.87393 0.85 -0.39 0.87
H 19.17053 17.87821 13.44984 0.16 0.31 0.55
H 19.63902 16.54748 12.45101 0.22 -0.66 0.08
H 17.95091 16.66264 13.08030 0.66 0.34 -0.36
H 15.45725 18.09601 13.49496 -1.04 -1.32 2.62
H 17.09742 18.75838 13.09553 -1.54 -0.20 -0.16
H 15.49252 19.45849 12.60555 -0.25 1.58 -0.35
H 14.23554 16.79096 12.02044 -0.79 0.10 -0.86
H 13.96373 18.22581 10.96653 -0.42 1.10 0.29
H 14.56620 16.85372 10.25986 0.38 -1.51 -1.51
H 15.59881 20.15957 9.55026 -0.94 -0.13 0.00
H 16.75758 20.29818 10.85597 0.24 -0.52 -0.13
H 17.15473 20.72132 9.18008 0.18 -0.21 0.32
H 16.07797 18.10742 7.66659 -1.04 0.12 -0.49
H 17.70260 17.43920 7.87357 -1.01 1.44 -0.02
H 17.50202 19.21734 7.50448 -0.32 -0.22 -0.10
O 17.36544 17.49840 15.71482 0.78 0.83 0.09
P 18.38238 18.46582 16.25286 -0.70 -1.07 1.32
N 17.95374 18.90426 17.80494 -0.19 0.08 1.40
C 18.52216 19.99970 18.70930 1.27 -1.71 -1.81
C 17.38352 17.75863 18.59119 0.35 1.25 0.23
N 18.59811 19.88837 15.48723 0.11 -0.04 0.46
C 19.75698 20.16304 14.68400 0.18 0.79 -1.35
C 17.41971 20.71861 15.42231 -1.62 -1.36 1.52
N 19.88416 17.77317 16.31820 0.95 0.50 0.10
C 20.89961 18.44559 17.18503 -0.43 -0.44 -0.67
C 19.94101 16.32823 16.32665 1.65 -0.53 2.78
H 19.14107 19.54911 19.53241 -0.97 0.39 -0.42
H 17.67747 20.57722 19.00729 -0.38 0.53 0.76
H 19.25490 20.62961 18.16192 -0.68 -0.30 0.11
H 18.15956 17.03427 18.87008 -0.33 -0.03 -0.22
H 16.57547 17.32383 18.01722 0.09 -0.42 -0.04
H 16.94997 18.15047 19.52333 0.06 0.04 -0.22
H 19.38834 20.53201 13.71060 0.36 0.24 0.19
H 20.47638 20.88748 15.12675 -0.70 -0.35 -0.25
H 20.30492 19.25842 14.42812 0.00 -0.07 0.32
H 17.57680 21.74514 15.59206 0.60 1.33 0.47
H 16.87520 20.65215 14.51269 -0.24 -0.23 -1.34
H 16.64669 20.35138 16.19457 1.31 0.61 -0.88
H 20.96828 19.48129 16.84055 -0.15 0.09 0.69
H 20.72603 18.33735 18.28522 -0.19 0.27 -0.76
H 21.88247 18.02938 16.97222 -0.16 -0.23 0.00
H 21.03004 16.02927 16.24022 -1.19 0.17 -0.06
H 19.37296 15.88700 15.56890 -0.71 -0.47 -1.33
H 19.54066 15.90169 17.30972 0.59 0.41 -1.23
O 15.67085 11.68834 15.11723 -0.25 0.50 0.20
P 15.16968 12.71333 14.16809 -0.65 -1.03 -1.04
N 13.54263 13.20459 14.16979 1.14 0.16 0.16
C 13.10487 14.01601 15.27898 -0.38 1.75 -0.12
C 12.62215 12.09538 13.96427 1.73 -0.14 2.53
N 15.22707 12.01538 12.61919 -0.04 0.87 0.87
C 15.86528 10.70972 12.48051 -1.80 0.51 -1.48
C 14.76824 12.73527 11.39650 0.22 -0.75 1.33
N 15.91860 14.15533 14.37641 0.33 -0.18 0.23
C 17.23381 14.20480 14.95742 2.56 -0.97 -0.59
C 15.57921 15.33256 13.60975 -0.44 0.49 0.46
H 12.30463 14.67924 14.93673 -0.54 -0.30 -0.09
H 13.81702 14.79594 15.59679 0.30 -0.86 0.01
H 12.71555 13.45647 16.12785 0.19 -0.23 0.21
H 12.97004 11.51335 13.16805 0.18 -0.93 -1.23
H 11.65439 12.45841 13.83255 -1.69 0.47 -0.29
H 12.72716 11.52045 14.91816 -0.80 -0.26 -0.76
H 16.81657 10.79823 12.03069 1.24 0.07 -0.79
H 16.00323 10.21592 13.40791 -0.25 -0.33 0.89
H 15.20229 10.14160 11.79112 0.53 -0.17 0.46
H 13.90270 12.24378 10.89399 0.62 0.04 0.30
H 14.42836 13.70630 11.75949 0.12 0.06 -0.50
H 15.62988 12.81072 10.73410 -0.25 0.30 -0.35
H 18.11705 13.82239 14.28188 -1.66 0.57 0.81
H 17.48780 15.23634 15.14428 -0.15 0.33 0.31
H 17.37522 13.63070 15.88306 -0.55 0.20 -0.32
H 14.46588 15.37679 13.56196 0.88 0.23 -0.37
H 16.06218 15.32287 12.63086 -0.30 0.05 -0.25
H 15.97454 16.21817 14.15583 -0.40 -0.52 -0.23
```
Forces are in eV/Å.

## Properties
lowest unoccupied orbital energy = 0.4 eV
orbital gap = 8.6 eV
HOMO level = -8.20 eV
molecular weight = 1738.177 g mol⁻¹